Density functional theory data (wB97M-V/def2-TZVPD) for a cluster of 4 separate species, C30H43F5IN4O11 in total in a non-equilibrium geometry.

For the frontier orbital gap, the calculation gives 5.6 eV. The value obtained for the lowest unoccupied orbital energy is -5.40 eV. As for the energy above the lowest of the compared OMol25 structures with the same formula, charge and spin: 115.14 kcal/mol. For the HOMO energy, the calculation gives -10.977 eV.

```
! RIJCOSX wB97M-V def2-TZVPD def2/J DEFGRID3
* xyz 1 1
C -3.893 4.424 1.371
C -4.715 3.488 0.369
O -4.069 3.223 -0.907
C -2.632 3.293 -0.785
O -2.087 2.368 -0.154
C -1.903 4.511 -1.497
C -0.563 4.088 -2.301
C 0.609 3.646 -1.307
C 1.643 2.577 -1.901
C 2.676 2.142 -0.743
C 3.481 3.411 -0.119
C 2.907 3.868 1.305
O 3.184 3.145 2.288
I 1.734 5.655 1.677
N 3.728 1.300 -1.419
C 3.009 0.127 -1.957
N 3.514 -1.055 -1.574
C 2.999 -2.368 -2.011
F 2.854 -2.500 -3.403
F 1.826 -2.624 -1.282
C 4.047 -3.530 -1.572
F 5.361 -3.258 -1.990
F 3.939 -3.884 -0.228
F 3.641 -4.674 -2.315
N 1.876 0.158 -2.871
C 0.982 1.347 -2.674
N -0.352 0.931 -2.103
C -0.202 -0.186 -1.168
C -1.048 -1.537 -1.456
O 0.496 -0.178 -0.129
C -1.273 0.571 -3.232
C -2.823 1.030 -3.170
O -0.933 -0.104 -4.225
H -3.463 5.367 0.904
H -4.630 4.755 2.191
H -3.068 3.841 1.911
H -5.687 4.057 0.121
H -5.037 2.551 0.939
H -1.709 5.407 -0.814
H -2.630 4.898 -2.306
H -0.883 3.300 -3.054
H -0.236 5.030 -2.865
H 0.262 3.261 -0.294
H 1.221 4.599 -1.089
H 2.280 3.144 -2.682
H 2.178 1.635 0.145
H 3.439 4.308 -0.832
H 4.596 3.176 0.020
H 4.215 1.819 -2.165
H 4.340 -1.067 -0.942
H 2.277 0.223 -3.830
H 0.732 1.731 -3.731
H -0.802 -2.308 -0.645
H -2.168 -1.350 -1.514
H -0.631 -1.985 -2.432
H -3.240 0.685 -2.158
H -2.873 2.170 -3.240
H -3.370 0.567 -4.052
O -1.607 0.874 4.714
C -0.478 0.472 4.592
O 0.243 -0.110 5.595
C 1.575 -0.365 5.133
C 1.474 -0.407 3.626
C 0.357 0.575 3.345
H 2.225 0.442 5.484
H 1.931 -1.310 5.546
H 2.412 -0.161 3.125
H 1.172 -1.409 3.303
H 0.729 1.598 3.249
H -0.216 0.289 2.463
O -4.308 -3.142 9.303
C -3.500 -2.661 8.554
O -3.558 -1.383 8.091
C -2.507 -1.174 7.139
C -1.472 -2.227 7.452
C -2.317 -3.377 7.958
H -2.921 -1.284 6.132
H -2.108 -0.165 7.248
H -0.848 -2.484 6.595
H -0.815 -1.874 8.253
H -2.663 -4.018 7.144
H -1.792 -3.962 8.713
O -2.031 -5.864 -5.744
C -0.865 -5.598 -5.633
O -0.052 -6.122 -4.674
C 1.240 -5.512 -4.761
C 1.336 -4.983 -6.174
C -0.101 -4.621 -6.485
H 1.300 -4.716 -4.013
H 2.011 -6.255 -4.550
H 2.031 -4.147 -6.274
H 1.668 -5.780 -6.846
H -0.344 -3.604 -6.166
H -0.331 -4.757 -7.542
*
```